Molecular formula: C80H75HgIN2O4P4SSi
Method: DFT, wB97M-V/def2-TZVPD

Structure (ORCA input):
```
! RIJCOSX wB97M-V def2-TZVPD def2/J DEFGRID3
* xyz -1 2
Hg 0.05372 0.41845 -1.11006
I -0.38300 -3.28438 -2.51221
C -1.87456 -3.65192 -4.00177
C -1.69647 -4.92299 -4.55436
C -2.49780 -5.37865 -5.57876
C -3.48660 -4.55228 -6.06240
C -3.69686 -3.25955 -5.53876
C -4.70506 -2.47707 -6.13661
C -4.94156 -1.17936 -5.72304
C -4.19598 -0.65694 -4.69785
C -3.18888 -1.38644 -4.01866
P -2.41150 -0.29087 -2.75097
C -2.01930 1.03226 -3.98053
C -2.55579 2.31257 -4.01437
C -2.20036 3.19218 -5.02588
C -1.32178 2.79880 -6.02159
C -0.78200 1.52112 -5.99327
C -1.12212 0.64889 -4.97496
C -3.89713 0.39887 -1.91806
C -3.72005 1.55488 -1.15708
C -4.77985 2.10930 -0.45752
C -6.01892 1.48565 -0.46822
C -6.18646 0.30249 -1.17257
C -5.13227 -0.24062 -1.89255
C -2.88352 -2.73656 -4.44626
H -0.90645 -5.55285 -4.16848
H -2.33232 -6.36444 -5.99545
H -4.12030 -4.87451 -6.87982
H -5.27362 -2.91121 -6.94996
H -5.69768 -0.57532 -6.20918
H -4.38992 0.36294 -4.39639
H -3.24784 2.63582 -3.25046
H -2.61540 4.19364 -5.03240
H -1.04844 3.48724 -6.81256
H -0.08181 1.20725 -6.75763
H -0.68714 -0.34484 -4.94121
H -2.73199 2.00156 -1.10661
H -4.63318 3.01822 0.11371
H -6.84573 1.90576 0.09185
H -7.14313 -0.20572 -1.16031
H -5.27210 -1.16463 -2.43790
O -0.38010 -1.85323 0.95501
P 0.05914 -2.82621 1.97091
C 1.39845 -2.23965 3.08833
P 2.65395 -1.18964 2.24131
O 2.13383 -0.49570 1.05763
C 4.06735 -2.24370 1.84628
C 4.93739 -2.76389 2.80355
C 6.06033 -3.46544 2.40161
C 6.32279 -3.65075 1.04988
C 5.45825 -3.12992 0.09591
C 4.33449 -2.42160 0.48937
C 3.24496 -0.05766 3.52852
C 3.28583 -0.29488 4.89894
C 3.78108 0.67797 5.75038
C 4.24954 1.88428 5.25089
C 4.22350 2.11971 3.88213
C 3.72792 1.15070 3.03059
C 0.54172 -4.41875 1.25474
C 1.83066 -4.93592 1.23785
C 2.07287 -6.15719 0.62613
C 1.03703 -6.86273 0.03428
C -0.24912 -6.33879 0.03060
C -0.49322 -5.11897 0.63428
C -1.23807 -3.20747 3.18526
C -1.53510 -4.47524 3.67685
C -2.51832 -4.62878 4.64118
C -3.19944 -3.52288 5.13233
C -2.89654 -2.25421 4.65501
C -1.91975 -2.09837 3.68897
H 1.84021 -3.06894 3.64361
H 0.88532 -1.57232 3.78847
H 4.73686 -2.60830 3.85733
H 6.74306 -3.86655 3.14042
H 7.20676 -4.19251 0.73872
H 5.67130 -3.27144 -0.95508
H 3.64802 -1.99686 -0.23724
H 2.91666 -1.22963 5.30619
H 3.79986 0.49820 6.81822
H 4.63635 2.63763 5.92460
H 4.58729 3.05854 3.48397
H 3.68581 1.30780 1.96129
H 2.64635 -4.38464 1.68824
H 3.07839 -6.55781 0.60920
H 1.23135 -7.81878 -0.43390
H -1.05156 -6.88119 -0.45082
H -1.48946 -4.69266 0.63640
H -1.00580 -5.33888 3.29408
H -2.75961 -5.61722 5.01135
H -3.96590 -3.64986 5.88557
H -3.43168 -1.39106 5.03005
H -1.68305 -1.11711 3.29120
C 4.37304 -0.14758 -5.10991
Si 4.41871 -0.97585 -3.40391
C 5.91637 -0.26768 -2.47519
C 4.67817 -2.83004 -3.71821
C 2.88688 -0.63884 -2.46240
C 1.87304 -0.34016 -1.85856
H 5.24463 -0.41569 -5.71041
H 4.34755 0.93841 -5.01743
H 3.48210 -0.44532 -5.66353
H 6.84689 -0.43558 -3.02066
H 6.02301 -0.70547 -1.48201
H 5.79672 0.80850 -2.34334
H 5.66587 -3.01698 -4.14408
H 3.93482 -3.20808 -4.42033
H 4.58503 -3.42240 -2.80759
O 0.42657 2.05963 0.76466
P 0.45791 3.37503 1.43508
C 0.48125 3.20330 3.23806
C 0.83275 4.22296 4.11688
C 0.75181 4.01205 5.48309
C 0.31864 2.78800 5.97480
C -0.00245 1.76079 5.09974
C 0.08648 1.96276 3.73323
C -0.98578 4.40523 1.03931
C -1.57614 5.28430 1.94214
C -2.70869 5.99187 1.56930
C -3.24652 5.82243 0.30135
C -2.64832 4.95515 -0.60312
C -1.51750 4.24077 -0.23830
C 1.89136 4.37791 0.95563
C 1.89341 5.76848 0.99432
C 3.00871 6.46749 0.56182
C 4.12265 5.78143 0.09725
C 4.12314 4.39405 0.05837
C 3.00629 3.69243 0.48265
H 1.17719 5.17641 3.73356
H 1.02244 4.80669 6.16705
H 0.24354 2.63428 7.04383
H -0.32938 0.80285 5.48744
H -0.14102 1.17263 3.02585
H -1.16689 5.39816 2.93851
H -3.17431 6.67108 2.27293
H -4.14066 6.36511 0.02066
H -3.06684 4.82811 -1.59350
H -1.04093 3.54226 -0.93061
H 1.01693 6.30356 1.33935
H 3.00739 7.54991 0.57982
H 4.99172 6.33069 -0.24155
H 4.99019 3.86001 -0.30860
H 2.96770 2.61125 0.42978
N -3.09179 -2.97091 -0.20436
C -3.35883 -2.30192 0.92994
N -2.69813 -1.30821 1.40411
C -3.25486 -0.83201 2.56523
C -2.76562 0.21770 3.32942
C -3.41999 0.57667 4.49403
C -4.57555 -0.08500 4.89978
C -5.09572 -1.12483 4.14262
C -4.42444 -1.49573 2.99007
S -4.80770 -2.77219 1.87480
H -2.14639 -2.90302 -0.58496
H -3.61819 -3.80279 -0.39974
H -1.87917 0.72895 2.98927
H -3.03050 1.38557 5.09962
H -5.07908 0.20835 5.81244
H -6.00095 -1.64049 4.43698
C 1.00119 4.47254 -2.44616
C 1.10379 2.93730 -2.43549
C 1.66646 2.48558 -3.79311
O -0.12303 2.37599 -2.11335
H 1.96125 4.91809 -2.72029
H 0.71320 4.84217 -1.46074
H 0.24242 4.77921 -3.16925
H 1.87214 2.67233 -1.68012
H 1.12198 2.96079 -4.60794
H 1.56902 1.40710 -3.89185
H 2.72621 2.74822 -3.86368
*
```

Output
max |F|	0.0810	Eh/bohr
gap between HOMO and LUMO (alpha / beta)	3.18 / 5.97	eV
HOMO energy (alpha / beta)	-1.32 / -4.11	eV